*w*
The following is a quantum chemistry calculation of an isolated molecule of C21H32N2O5S, from OMol25.

XYZ file:
```
61
Properties=species:S:1:pos:R:3:nbo_charge:R:1
C -3.54271 -2.03263 -3.33256 -0.2538
H -4.48210 -1.76799 -2.83879 0.1807
O -2.73436 -2.83968 -2.50538 -0.4897
C -2.32932 -2.33266 -1.31395 0.2809
C -1.55051 -3.16791 -0.51168 -0.2053
C -1.08216 -2.74625 0.71582 -0.3004
C -1.36809 -1.46197 1.18513 0.3695
C -2.16885 -0.64653 0.39153 -0.3977
C -2.63978 -1.06329 -0.83778 -0.2701
H -3.27038 -0.37477 -1.37459 0.2564
S -2.66464 1.00609 0.91038 2.3415
O -2.80979 1.07166 2.33125 -0.9232
O -3.78726 1.37882 0.09841 -0.9478
N -1.40948 2.00952 0.48273 -0.6717
C -1.21187 2.19479 -0.93614 -0.2427
H -2.20165 2.30931 -1.37806 0.2401
C -0.35857 3.43699 -1.18199 -0.4012
H -0.88994 4.31714 -0.82035 0.2107
H -0.17583 3.53912 -2.25158 0.2447
C 0.98063 3.29986 -0.44619 -0.3090
C 1.81012 2.22326 -1.15877 0.6878
O 1.75972 2.08342 -2.36486 -0.6399
N 2.63209 1.48391 -0.38609 -0.6232
H 2.59821 1.57352 0.61505 0.3928
C 3.39932 0.37029 -0.91916 -0.0532
C 2.54808 -0.90970 -0.91936 -0.4049
H 2.92228 -1.58706 -1.68782 0.2048
C 2.48594 -1.65890 0.41134 -0.4186
C 3.61114 -2.68174 0.56323 -0.3911
C 4.99126 -2.07517 0.80272 -0.3900
C 5.43886 -1.06701 -0.25592 -0.4050
H 5.30582 -1.48429 -1.25406 0.2012
C 4.71591 0.27653 -0.14306 -0.4026
H 5.36978 1.07381 -0.50197 0.2192
H 4.52348 0.47579 0.91472 0.1859
H 6.50790 -0.89139 -0.11621 0.2123
H 5.71673 -2.89163 0.83797 0.2076
H 5.00659 -1.58720 1.78085 0.1898
H 3.64124 -3.30089 -0.33634 0.1945
H 3.38125 -3.34214 1.40398 0.2021
H 2.50073 -0.95753 1.24827 0.1869
H 1.53480 -2.19558 0.44959 0.2170
H 1.53986 -0.61765 -1.22432 0.2204
H 3.60045 0.62660 -1.96521 0.2310
C 0.69245 3.06297 1.03890 -0.4004
H 1.60657 2.97754 1.63011 0.2014
C -0.18382 1.82452 1.21923 -0.2467
H -0.46527 1.67776 2.26239 0.2457
H 0.34605 0.92560 0.86630 0.1779
H 0.14092 3.92583 1.41663 0.2258
H 1.54503 4.23367 -0.56128 0.2364
H -0.71832 1.31729 -1.38415 0.1850
O -0.90429 -0.94320 2.34913 -0.5054
C -0.32191 -1.81399 3.29288 -0.2523
H -0.98388 -2.65166 3.52897 0.1828
H 0.64428 -2.19651 2.94624 0.1729
H -0.17225 -1.21162 4.18706 0.2062
H -0.49512 -3.42844 1.31021 0.2256
H -1.32404 -4.15927 -0.87066 0.2271
H -3.75292 -2.63672 -4.21356 0.2024
H -3.02055 -1.11947 -3.63322 0.1790
```

Output
multiplicity: 1
SMILES: COc1ccc(OC)c(S(=O)(=O)N2CCC(C(=O)NC3CCCCCC3)CC2)c1
frontier orbital gap: 8.9 eV
total charge: 0
highest occupied orbital energy: -8.37 eV

=====

*x*
The following is a quantum chemistry calculation of an isolated molecule of C21H32N2O5S, from OMol25.

XYZ file:
```
61
Properties=species:S:1:pos:R:3:nbo_charge:R:1
C 4.42838 3.55071 -0.63810 -0.2513
H 5.16316 3.40596 -1.43575 0.1817
O 3.49420 2.49541 -0.59738 -0.5023
C 3.94557 1.23759 -0.39691 0.3983
C 5.26836 0.87549 -0.15912 -0.3208
C 5.59808 -0.45433 0.04925 -0.1628
C 4.64285 -1.46073 0.03042 -0.0336
C 3.32383 -1.09163 -0.21354 -0.1729
C 2.98711 0.22527 -0.42381 -0.3897
S 1.28211 0.66342 -0.74645 2.3257
O 0.50599 -0.54226 -0.61209 -0.9582
O 1.19525 1.36361 -1.99510 -0.9321
N 0.97474 1.70743 0.52876 -0.6795
C 0.53003 3.04581 0.19653 -0.2276
C -0.99449 3.19056 0.31342 -0.4079
H -1.36672 3.89535 -0.42942 0.2278
H -1.28130 3.56283 1.29813 0.2107
C -1.62804 1.81718 0.10221 -0.3221
C -3.14589 1.89487 0.02195 0.7006
O -3.79895 2.80905 0.48337 -0.6408
N -3.69942 0.84381 -0.62187 -0.6152
H -3.12277 0.05312 -0.86762 0.4068
C -5.12201 0.61453 -0.64595 -0.2462
H -5.43465 0.39669 -1.67154 0.1903
H -5.60209 1.53147 -0.29791 0.2367
C -5.49775 -0.56251 0.27215 0.0911
C -6.98852 -0.90973 0.18804 -0.4306
H -7.33384 -1.31753 1.13834 0.2116
C -7.00913 -1.99207 -0.88963 -0.4332
H -7.01338 -1.54230 -1.88270 0.2029
C -5.68253 -2.70362 -0.63058 -0.0640
H -5.80610 -3.49060 0.12685 0.1635
O -4.78488 -1.72465 -0.13699 -0.5426
H -5.24665 -3.14829 -1.52858 0.1870
H -7.85997 -2.66352 -0.80354 0.2193
H -7.59306 -0.04226 -0.06493 0.2202
H -5.18280 -0.31623 1.29390 0.1866
C -1.24372 0.90485 1.27880 -0.4134
C 0.24693 1.10191 1.61903 -0.2258
H 0.72243 0.14407 1.83174 0.2241
H 0.36679 1.75368 2.48898 0.2037
H -1.85675 1.15434 2.14750 0.2128
H -1.42633 -0.13453 1.00737 0.2273
H -1.23864 1.38694 -0.82637 0.2238
H 0.86072 3.22064 -0.82678 0.2420
H 1.04456 3.75143 0.85786 0.1940
H 2.52584 -1.81584 -0.25128 0.2420
C 5.02001 -2.90284 0.25953 -0.2321
C 4.30290 -3.45971 1.49098 -0.5958
H 3.22654 -3.45530 1.34271 0.2038
H 4.53228 -2.85839 2.36789 0.2109
H 4.62081 -4.48264 1.67963 0.2086
C 4.70240 -3.74353 -0.97868 -0.5957
H 5.21881 -3.34575 -1.84924 0.2123
H 5.02112 -4.77229 -0.82626 0.2079
H 3.63504 -3.73872 -1.18158 0.2049
H 6.09975 -2.94980 0.43986 0.2004
H 6.63282 -0.70804 0.23157 0.2116
H 6.04884 1.61942 -0.13357 0.2229
H 3.84634 4.44718 -0.84356 0.2048
H 4.94576 3.66502 0.32002 0.1777
```

Output
multiplicity: 1
SMILES: COc1ccc(C(C)C)cc1S(=O)(=O)N1CCC(C(=O)NC[C@H]2CCCO2)CC1
frontier orbital gap: 9.3 eV
total charge: 0
highest occupied orbital energy: -8.66 eV

=====

Stability summary: most stable *w*, least stable *x*.

=====

*w*
The following is a quantum chemistry calculation of a cluster of 2 separate species, CHN2O4 in total, from OMol25.

XYZ file:
```
8
Properties=species:S:1:pos:R:3:nbo_charge:R:1
C -0.35616 -0.03235 -0.12708 -0.0792
N 0.17169 1.23907 -0.01389 0.4500
N 0.26261 -1.21473 -0.02360 0.4202
O -0.64070 2.14669 -0.11765 -0.4900
O 1.39030 1.40427 0.09977 -0.4585
O 1.48231 -1.27771 -0.08712 -0.4563
O -0.50304 -2.22667 0.00287 -0.5411
H -1.80699 -0.03855 0.26670 0.1550
```

Output
multiplicity: 1
frontier orbital gap: 8.9 eV
total charge: -1
highest occupied orbital energy: -4.51 eV

=====

*x*
The following is a quantum chemistry calculation of a structure of composition CHN2O4, from OMol25.

XYZ file:
```
8
Properties=species:S:1:pos:R:3:nbo_charge:R:1
C -0.01236 1.65573 0.66158 1.0206
N -0.67332 -1.54361 -1.01561 -0.5687
N -0.02063 -0.89466 -0.17098 0.5869
O -0.15816 2.18603 -0.38422 -0.6452
O -0.62541 -0.04196 0.56838 -0.5415
O 0.32879 1.70012 1.76295 -0.6154
O 1.16926 -0.99054 0.02043 -0.5420
H -0.00818 -2.07110 -1.44253 0.3053
```

Output
multiplicity: 1
frontier orbital gap: 9.5 eV
total charge: -1
highest occupied orbital energy: -5.20 eV

=====

Stability summary: most stable *x*, least stable *w*.

=====

*w*
The following is a quantum chemistry calculation of a cluster of 4 separate species, C3H15NO3 in total, from OMol25.

XYZ file:
```
22
Properties=species:S:1:pos:R:3:nbo_charge:R:1
C 2.41170 0.60306 -0.57645 -0.4095
N 1.10837 0.73238 0.09455 -0.4651
C 0.69139 2.14722 0.04971 -0.4153
C 1.22010 0.26988 1.49444 -0.4265
H 3.14885 1.22014 -0.03419 0.1624
H 2.76907 -0.41373 -0.41847 0.2073
H 2.31912 0.93442 -1.60204 0.2117
H 0.18105 2.31200 -0.90477 0.1968
H 1.56594 2.81309 0.07283 0.1699
H 0.01149 2.44808 0.83050 0.2127
H 0.92709 -0.78721 1.51996 0.1968
H 2.24582 0.29536 1.87219 0.1835
H 0.43477 0.72599 2.08194 0.2095
H -3.95008 -3.88878 0.67975 0.4658
H -3.26946 -4.77550 -0.28319 0.4668
O -3.40833 -3.83751 -0.12127 -0.9321
H -0.04737 -0.32916 -0.85088 0.5011
H -0.69420 -1.80451 -1.19780 0.4719
O -0.21903 -1.03842 -1.51875 -1.0096
H -2.18826 1.05164 -1.07788 0.4776
H -2.75175 0.20891 0.06040 0.4718
O -2.50626 1.11265 -0.17058 -0.9474
```

Output
multiplicity: 1
SMILES: CN(C)C.O.O.O
frontier orbital gap: 9.5 eV
total charge: 0
highest occupied orbital energy: -8.95 eV

=====

*x*
The following is a quantum chemistry calculation of a cluster of 4 separate species, C3H15NO3 in total, from OMol25.

XYZ file:
```
22
Properties=species:S:1:pos:R:3:nbo_charge:R:1
C 0.40613 -0.30660 1.21509 -0.2330
C 0.40744 -1.57744 0.47070 -0.4334
C -0.61228 -2.53473 1.00036 -0.6106
N 0.96930 0.82033 0.54043 -0.8626
H 0.78345 -0.38457 2.28283 0.1974
H -0.63008 0.06135 1.42915 0.1781
H 1.44588 -2.08767 0.56458 0.2043
H 0.23785 -1.43722 -0.58573 0.1983
H -0.42260 -2.78312 2.02599 0.2084
H -0.59753 -3.50383 0.42986 0.2134
H -1.63542 -2.11491 0.79606 0.2175
H 0.98736 0.62865 -0.47869 0.3702
H 1.95664 0.92191 0.87094 0.3620
H 0.06194 0.77680 -4.01630 0.4732
H 1.02562 1.44762 -3.11263 0.4681
O 0.60714 0.53198 -3.21583 -0.9395
H 0.25405 4.50593 1.14608 0.4586
H 0.61567 3.12575 0.58556 0.4914
O 0.47850 4.12064 0.34370 -0.9610
H -2.38789 0.66165 -0.73963 0.4690
H -1.49217 -0.59585 -0.65992 0.4658
O -2.45900 -0.27665 -0.89259 -0.9356
```

Output
multiplicity: 1
SMILES: CCCN.O.O.O
frontier orbital gap: 10.4 eV
total charge: 0
highest occupied orbital energy: -9.77 eV

=====

Stability summary: most stable *w*, least stable *x*.

=====

*w*
The following is a quantum chemistry calculation of the ion C25H35N2O3 with charge +1, from OMol25.

XYZ file:
```
65
Properties=species:S:1:pos:R:3:nbo_charge:R:1
C -2.79044 -2.01898 2.61824 -0.4137
N -1.72654 -1.45153 1.78186 -0.4321
C -1.17032 -2.51619 0.92881 -0.4466
H -0.43975 -2.12831 0.22235 0.2695
H -0.68887 -3.26184 1.55852 0.2204
H -1.96348 -3.00027 0.36314 0.2264
H -0.92005 -1.07503 2.38697 0.4730
C -2.01622 -0.14909 1.05062 0.2129
C -3.03015 0.68169 1.85034 -0.4438
H -2.64379 0.89125 2.84898 0.2150
H -3.96011 0.12107 1.94643 0.2168
C -3.38610 1.99748 1.15394 -0.3936
C -3.92436 1.72696 -0.24529 -0.4017
C -2.91019 0.92674 -1.05295 -0.3939
H -2.00349 1.51594 -1.19691 0.1980
H -3.31597 0.70299 -2.03950 0.2286
C -2.56473 -0.39156 -0.35641 -0.4486
H -3.47333 -0.99339 -0.28703 0.2086
H -1.84204 -0.92703 -0.97097 0.2476
H -4.13926 2.66917 -0.74839 0.2256
H -4.85878 1.16688 -0.17520 0.2008
H -4.14077 2.50993 1.75133 0.2300
H -2.52039 2.65786 1.09512 0.1971
C -0.62197 0.54711 1.01665 -0.2839
N 0.12873 0.19442 2.22394 -0.6817
H 1.03950 -0.18020 1.96610 0.4081
C 0.31053 1.23775 3.22173 -0.2263
H -0.64665 1.72545 3.41227 0.2143
H 0.63599 0.76705 4.15311 0.2100
C 1.31038 2.35908 2.86808 0.0539
C 2.79995 1.92208 2.92897 -0.0928
O 3.42385 2.03011 1.66497 -0.4953
C 3.05711 1.13158 0.70593 0.3079
C 2.90015 -0.23307 0.95400 -0.2773
C 2.38915 -1.05616 -0.03236 -0.1857
C 2.07118 -0.54872 -1.28866 -0.1750
C 2.34856 0.78749 -1.57093 -0.1612
C 2.82703 1.62043 -0.58054 -0.2553
H 3.00922 2.66529 -0.77500 0.2401
H 2.13356 1.18324 -2.55191 0.2342
C 1.27594 -1.38788 -2.22652 0.5625
O 0.25243 -1.90959 -1.80150 -0.5918
C 1.73295 -1.51734 -3.61173 -0.1269
C 3.04003 -1.19182 -3.98264 -0.1762
C 3.44410 -1.35494 -5.29327 -0.2185
C 2.55569 -1.83772 -6.24309 -0.1590
C 1.25848 -2.17009 -5.88110 -0.2152
C 0.84935 -2.01746 -4.57218 -0.1562
H -0.15451 -2.27371 -4.26767 0.2295
H 0.57147 -2.55137 -6.62086 0.2258
H 2.87762 -1.96068 -7.26589 0.2258
H 4.45578 -1.10893 -5.57750 0.2261
H 3.73950 -0.83462 -3.24137 0.2224
H 2.23543 -2.10723 0.16638 0.2279
H 3.19321 -0.65389 1.90526 0.2245
H 3.34894 2.61132 3.57505 0.2196
H 2.89866 0.91751 3.35359 0.1718
H 1.11546 2.70208 1.83606 0.1660
O 1.02745 3.38963 3.77842 -0.7079
H 1.59554 4.14931 3.60642 0.4817
H -0.75619 1.62406 0.93277 0.2223
H -0.07876 0.21144 0.13148 0.2350
H -3.06815 -1.34150 3.42001 0.2301
H -3.66693 -2.25001 2.01450 0.2211
H -2.43059 -2.94423 3.06508 0.2293
```

Output
multiplicity: 1
SMILES: C[NH+](C)C1(CNC[C@@H](O)COc2ccc(C(=O)c3ccccc3)cc2)CCCCC1
frontier orbital gap: 9.1 eV
total charge: +1
highest occupied orbital energy: -11.65 eV

=====

*x*
The following is a quantum chemistry calculation of a structure of composition C25H35N2O3, from OMol25.

XYZ file:
```
65
Properties=species:S:1:pos:R:3:nbo_charge:R:1
C -5.64576 -2.18507 2.22227 -0.6033
C -6.42303 -1.60481 1.03673 -0.0614
H -7.29375 -2.14476 0.85359 0.1675
O -5.85514 -1.41772 -0.22032 -0.6136
C -5.55514 -2.72581 -1.09570 -0.0626
C -4.14609 -2.99674 -0.81783 -0.5007
C -3.30298 -1.96068 -1.33664 -0.1923
N -3.40382 -0.56250 -0.90968 -0.6053
C -2.46330 0.29653 -0.64375 0.6701
O -1.20575 0.04788 -0.94457 -0.7404
C -2.85248 1.72519 0.25841 -0.2145
H -3.88722 1.46520 0.57297 0.2446
C -2.83834 2.56487 -0.80308 -0.4912
H -3.58959 2.67431 -1.42733 0.2740
H -3.19405 3.58642 -0.22386 0.1974
C -1.57351 3.00471 -1.22070 -0.1719
N -0.36825 2.31177 -0.48502 -0.3607
C -0.68917 2.66831 0.97309 -0.2343
H 0.37014 2.63265 1.38444 0.2607
C -1.80166 1.83810 1.48182 -0.3964
H -2.31952 2.23520 2.13058 0.2145
H -1.46309 0.93690 1.84704 0.2371
H -0.92572 3.88743 1.08226 0.2271
C 0.86736 2.96597 -0.81885 -0.3206
C 2.01697 2.32867 -0.51887 -0.0651
C 2.18610 0.80596 -0.43365 -0.2682
C 3.11053 -0.12878 0.22778 0.3394
C 4.05372 0.89487 1.00081 -0.1369
C 3.84650 2.06934 1.28443 -0.3562
C 2.96708 2.78493 0.60251 -0.1322
H 2.88992 4.00655 0.59611 0.1915
H 4.61143 2.59577 1.66623 0.2417
H 4.83978 0.24345 1.55523 0.2177
O 3.05341 -1.40497 -0.00175 -0.4628
C 4.04326 -2.15543 0.61508 -0.1246
C 5.51481 -1.60644 0.14878 0.0145
C 5.70614 -1.35041 -1.35673 -0.1849
C 6.95999 -1.08877 -1.37496 -0.0885
C 8.02983 -1.27511 -0.79327 -0.2469
C 7.73270 -1.64965 0.57672 -0.1783
C 6.64658 -2.09478 1.10266 -0.2540
H 6.27319 -2.30050 2.19075 0.2404
H 8.59444 -1.98873 1.16317 0.2050
H 8.99903 -1.26926 -1.14011 0.2422
H 7.00678 -0.69342 -2.72200 0.1147
H 4.98684 -1.26361 -1.84701 0.1772
H 4.11902 -2.11486 1.74841 0.1768
H 3.91591 -3.25540 0.37452 0.2243
H 1.43855 0.33054 -1.15215 0.1976
H 0.86127 2.79773 -2.01863 0.2288
H 1.05895 4.03862 -0.86259 0.2744
H -0.47499 1.43562 -0.73016 0.4632
H -1.26377 2.64657 -2.43827 0.2115
H -1.28971 4.03160 -1.35260 0.2362
H -4.21757 -0.51279 -0.33222 0.4321
H -2.11458 -2.01450 -1.25936 0.2561
H -3.52401 -1.74970 -2.61941 0.1753
H -4.01868 -3.84115 -1.34835 0.2459
H -3.76309 -2.95676 0.19068 0.2342
H -6.04011 -3.40811 -0.31713 0.2260
H -5.78251 -2.39828 -2.07009 0.2349
H -6.87476 -0.60907 1.42334 0.1781
H -5.36227 -3.20106 1.83894 0.1892
H -4.94782 -1.61787 2.37898 0.1761
H -6.22900 -2.30410 3.10832 0.2298
```

Output
multiplicity: 1
frontier orbital gap: 8.4 eV
total charge: +1
highest occupied orbital energy: -10.49 eV

=====

Stability summary: most stable *w*, least stable *x*.